(1)
130
Properties=species:S:1:pos:R:3:forces:R:3 method="wB97M-V/def2-TZVPD" largest_force_ev_per_a=10.37 relative_energy_kj_mol=1577.26 orbital_gap_ev=8.17 e_tot_ev=-74330.148 homo_energy_ev=-7.740 lumo_energy_ev=0.43 spin_multiplicity=1
N 2.03730 0.77892 4.36521 -4.88 2.33 -1.33
N -1.98874 0.78042 -4.75324 1.99 -0.92 -2.50
N -3.97399 -5.82329 -0.53462 -5.98 0.50 -0.80
N 4.12370 -2.83018 -1.60095 -6.15 -0.17 -1.53
N 0.44276 5.08907 -3.29596 -0.32 -1.39 0.82
N 0.69839 3.98858 4.99236 1.91 2.06 1.58
N 2.24672 -2.78696 -4.22180 -4.42 -1.45 2.86
N -1.09499 0.14874 -0.52758 2.42 -1.44 1.04
N -6.32237 -2.02781 -1.47835 -1.96 0.20 -1.60
N 0.97833 -3.37792 4.06444 -2.69 -8.07 -3.69
N -0.16643 7.33641 -1.08992 3.30 4.33 -1.35
N 4.14081 4.09005 -0.89470 -0.19 2.26 -2.18
N -2.25537 -0.07423 2.32842 0.69 1.19 0.13
C 2.14266 -0.67085 6.04854 3.24 -2.70 -3.13
C -5.40425 -2.88529 -3.39253 0.00 2.00 7.86
C 2.23620 -4.09681 -4.51979 -1.73 -1.36 2.47
C -3.58824 -5.16137 0.56451 -3.19 3.23 1.94
C -4.07676 0.59656 3.27702 -1.26 1.00 1.68
C 1.12989 4.24041 -5.35349 -0.12 -1.15 3.61
C 0.60547 6.35522 -0.61245 0.04 -1.86 1.64
C 1.30652 -2.35279 -3.25523 0.68 -1.87 0.29
C 1.42607 0.30991 5.56653 -0.37 3.87 -0.54
C 0.64695 -0.30852 0.81985 -1.99 1.05 -1.80
C -0.20431 -1.48302 0.53067 4.31 -3.56 2.34
C -1.85650 0.11243 3.65350 1.14 -1.63 -1.96
C -4.37896 -2.89982 -2.19216 -1.35 0.04 -0.93
C 0.75020 3.70894 -3.06031 -0.09 3.00 -1.61
C 1.09749 -5.02202 2.69750 -4.11 -4.42 3.19
C -3.05439 -6.50182 -1.14566 1.84 -2.33 -3.48
C -2.97792 0.46568 4.27905 -4.68 0.84 3.68
C 1.36981 -4.62506 -3.55793 -0.59 2.74 0.95
C -1.65985 5.90795 -0.60742 2.31 -0.07 0.28
C -2.27371 -5.36465 0.67260 2.60 -1.23 -2.23
C 4.17148 3.51979 1.22422 -1.35 -3.53 2.70
C 2.82077 -0.20118 3.78360 -0.35 -0.21 6.88
C 1.69073 4.31652 3.97279 0.83 -0.03 1.71
C -1.48853 7.15359 -1.12579 -0.76 -0.02 -0.08
C -2.71088 -0.23120 -4.15336 0.91 -2.45 -2.06
C -3.53136 0.33991 2.03588 0.40 -1.06 -0.05
C 3.72463 -1.67404 -0.91421 7.73 -1.61 0.52
C 3.67269 2.41490 0.40001 0.93 1.28 0.90
C 0.69268 5.32529 -4.63337 -0.12 -0.06 -0.10
C -0.32579 5.42914 -0.24535 -1.98 -2.68 0.37
C -5.06517 -2.39919 -1.08503 0.37 0.20 -0.73
C -3.44903 0.37131 -3.22161 -1.70 0.75 3.42
C -1.90291 -6.23044 -0.52831 0.43 1.95 3.90
C 3.08367 -1.03938 4.93687 1.53 -2.21 -0.85
C 5.95633 -2.36744 -0.53100 4.41 5.69 1.97
C 0.16189 -5.38132 3.84819 -0.26 -2.49 -1.09
C -0.20439 3.03101 4.55173 2.18 1.94 -1.61
C -6.56259 -2.33228 -2.84263 0.13 0.50 0.95
C 5.46048 -3.15646 -1.44627 -2.73 -5.32 -2.89
C 0.11585 -4.32032 4.64400 1.56 2.16 -0.78
C 1.36087 3.56692 2.86168 -0.43 -0.28 0.40
C 4.32552 4.51689 0.41544 2.58 3.28 -2.27
C 4.95572 -1.24160 -0.29886 -1.30 -0.90 -0.39
C 0.72466 -3.49013 -2.66679 6.76 -0.61 -7.61
C 3.68768 2.76573 -0.90493 0.91 2.74 2.57
C 0.14584 2.82454 3.25145 -0.71 -1.60 -3.30
C 0.03877 0.71225 0.08893 -1.05 -3.19 0.01
C 1.52762 -3.83835 2.88849 0.52 4.25 2.02
C -1.20276 -1.26540 -0.30388 -2.50 2.54 -2.06
C 1.23803 3.18731 -4.21522 -1.77 5.05 -1.82
C -2.97018 1.82898 -3.18884 -2.55 -1.40 1.34
C -2.14822 2.03002 -4.24019 0.19 -0.10 1.43
H -5.30125 -3.06852 -4.35088 0.89 -1.23 -4.38
H -0.42025 -6.33401 4.12101 1.18 1.47 -1.09
H 0.66813 6.29044 -5.03815 -0.54 1.36 -0.25
H -7.05533 -1.43857 -1.03897 1.39 -0.95 0.20
H 3.12003 -0.03015 2.81704 1.30 -0.18 -1.85
H 1.48621 1.66997 3.82476 1.97 -3.38 1.54
H 2.79413 -2.26808 -4.71502 3.80 4.71 -3.34
H -2.61629 -1.43180 -4.52434 -0.34 3.98 1.10
H -1.48068 -4.95909 1.27402 -0.35 0.10 0.60
H 4.17234 4.83098 -1.67229 -0.21 -2.26 1.45
H 0.70841 4.55526 5.91450 -0.24 -1.85 -2.22
H -3.27349 -7.12787 -2.06876 0.28 1.06 1.47
H -7.62425 -2.03270 -3.19837 2.32 -0.78 0.19
H -0.05026 5.64341 -2.49157 1.37 -1.19 -2.73
H 0.33301 8.19075 -1.29444 -0.70 0.25 -0.32
H 0.50792 3.42481 -2.08070 0.15 -1.08 0.93
H -4.44077 -4.41990 1.11361 2.89 -2.43 -1.47
H 1.72002 6.31720 -0.48970 -1.50 0.49 -0.36
H 1.31875 4.21484 -6.44660 0.10 -0.18 1.25
H -1.59461 2.97978 -4.43125 -0.33 -1.44 -0.44
H -1.29045 0.57902 -5.44284 0.04 -0.01 -0.26
H -1.71289 -0.53395 1.64562 0.92 -0.20 -0.54
H -3.32481 0.51611 5.48922 1.67 0.09 -3.66
H -3.25494 2.59785 -2.46388 -0.19 -0.41 -0.40
H -4.76563 -2.23986 -0.03278 0.00 -0.15 -0.96
H 5.05807 -0.19881 0.12092 0.31 -1.73 -0.05
H -0.24664 4.38630 0.14531 0.50 1.21 -0.22
H 2.08416 -3.17992 2.28569 0.84 0.50 -0.49
H -0.46221 2.10772 2.53405 1.54 1.53 1.67
H 1.99184 -1.19437 6.93471 -0.02 -0.75 1.29
H -4.22444 -0.26150 -2.55114 2.00 2.08 -1.50
H 2.81328 -4.54464 -5.35297 -0.42 0.44 0.99
H 3.11933 -3.27144 -2.08434 4.56 0.57 1.45
H 4.94631 5.41769 0.69633 -1.30 -0.73 -0.88
H -0.41945 -3.99969 5.51997 -0.07 -0.42 0.17
H -2.53314 5.35529 -0.57697 -1.52 -0.90 0.31
H -0.01455 -3.70348 -2.06662 -3.59 -0.49 3.39
H 2.75335 -1.39635 -0.82018 -2.57 0.96 -0.06
H 2.00314 3.41038 1.94451 -1.31 0.44 1.28
H 3.92518 -1.94895 5.00654 -2.66 2.61 -0.38
H 0.08177 -2.55804 0.76930 -0.40 1.63 0.21
H -5.15583 0.90257 3.60481 2.32 -0.55 -1.02
H -2.06151 -1.94825 -0.77776 2.29 1.93 1.29
H 7.19788 -2.25319 -0.33531 -3.96 -0.43 -0.32
H 0.66136 0.81787 6.20400 0.70 0.09 -1.34
H 1.20000 -5.69814 1.96808 0.84 -2.00 -2.86
H 1.25291 -1.29821 -3.00914 -0.07 -0.21 -0.09
H -0.89450 -6.50155 -0.58005 1.04 -0.84 -0.76
H -2.15033 7.92500 -1.53392 0.34 -0.56 0.29
H -0.92116 2.45443 5.05774 -0.89 0.12 1.04
H 5.77279 -4.19662 -1.96431 -0.38 2.91 1.45
H -4.88751 -5.73451 -0.99393 0.52 0.09 0.87
H 1.53197 2.28042 -4.43357 1.41 -4.67 -0.56
H 2.74959 4.92596 4.24855 -3.60 -1.69 -0.75
H 3.57514 2.08160 -1.66149 -0.41 -0.67 -2.20
H -3.80813 0.29176 0.91738 -0.04 0.17 2.31
H -1.71774 0.71050 -0.97110 -2.25 1.56 -1.97
H 1.21492 -5.62507 -3.34106 -0.48 -1.79 0.05
H 1.52217 0.00003 1.38171 -0.07 -1.23 0.15
H 3.47781 1.44238 0.67240 -0.44 -1.94 0.93
H 4.36677 3.59493 2.32020 -0.33 -0.51 -1.18
H 1.11267 -2.64807 4.51060 2.20 9.06 4.54
H 0.44429 1.67499 -0.14413 -0.42 0.53 0.08
H -3.28622 -3.20070 -2.11029 -1.79 0.12 -0.58
H -0.79296 -0.12654 3.92254 -1.46 0.23 -0.07

(2)
27
Properties=species:S:1:pos:R:3:forces:R:3 method="wB97M-V/def2-TZVPD" largest_force_ev_per_a=1.05 relative_energy_kj_mol=97.94 orbital_gap_ev=9.20 e_tot_ev=-12676.710 homo_energy_ev=-8.386 lumo_energy_ev=0.81 spin_multiplicity=1 smiles=Cc1ccc(O)cc1.CCC
O -2.81663 2.51247 -1.85082 -0.30 0.26 -0.04
C -0.21975 0.91263 2.91353 0.17 -0.13 -0.22
C 1.43529 -2.10649 -0.94028 -0.30 -0.15 1.00
C -2.12491 2.26755 -0.70081 -0.33 -0.24 -0.30
C -2.23251 1.64568 1.60399 0.25 -0.27 0.16
C -0.75060 2.17279 -0.66315 0.53 -0.06 0.61
C 1.89020 -3.40489 -0.25615 0.49 -0.07 -0.42
C 2.12590 -1.82493 -2.27059 -0.37 0.37 -0.67
C -2.87563 2.03194 0.44718 0.20 0.08 0.30
C -0.13196 1.77676 0.52280 0.08 -0.88 -0.05
C -0.85528 1.42089 1.64921 -0.27 0.75 0.03
H 0.93110 1.56923 0.53201 0.14 0.33 -0.09
H 2.48947 -0.79860 -2.37376 0.16 -0.14 0.22
H -0.30095 -0.17896 2.97702 -0.19 0.17 0.18
H 0.84234 1.12962 2.93623 0.22 0.12 -0.04
H 1.55548 -1.31217 -0.19553 0.34 0.18 -0.32
H -2.21951 2.60242 -2.59634 0.17 0.02 -0.01
H 1.39547 -1.92208 -3.07500 -0.05 -0.08 -0.09
H -2.78971 1.47821 2.51532 -0.26 -0.05 -0.02
H 1.09736 -3.93864 0.25699 -0.10 0.18 0.33
H -0.11011 2.37861 -1.50970 -0.22 0.04 -0.27
H -3.94647 2.15092 0.46265 -0.13 0.05 -0.29
H 2.27246 -4.10667 -0.99578 -0.01 -0.10 -0.15
H 2.73123 -3.20906 0.41922 -0.26 -0.11 0.05
H 2.92600 -2.51837 -2.54843 0.04 0.12 0.44
H 0.34792 -2.11774 -1.04740 0.05 -0.18 -0.37
H -0.66622 1.38891 3.78758 -0.05 -0.23 0.03

(3)
36
Properties=species:S:1:pos:R:3:forces:R:3 method="wB97M-V/def2-TZVPD" largest_force_ev_per_a=4.83 relative_energy_kj_mol=0.00 orbital_gap_ev=10.10 e_tot_ev=-22724.763 homo_energy_ev=-9.243 lumo_energy_ev=0.85 spin_multiplicity=1 smiles="C[Si@@H](C1CCCCC1)[C@H]1CCCC1=O"
Si -0.75125 0.31865 -1.23972 0.41 -0.84 4.74
O -4.03617 -0.33813 -1.56700 1.09 0.09 1.65
C 3.90325 -0.28660 0.09140 0.97 0.13 0.06
C -3.99360 0.27335 0.77019 1.48 -1.50 1.43
C -3.28983 -0.49391 1.94213 0.22 -0.09 -1.19
C 3.67029 0.52096 -1.12520 -2.74 -0.50 -1.57
C -1.91068 -0.76037 1.28595 2.10 0.72 2.53
C 1.11050 -0.12932 -0.98546 0.18 1.02 -1.06
C 1.39533 -0.89147 0.22518 0.93 -4.42 0.48
C -2.11277 -0.92811 -0.17729 1.26 0.34 -2.08
C 2.17918 1.03905 -1.03564 0.09 -1.78 -3.41
C -3.44622 -0.32264 -0.48155 -1.03 -0.47 -1.81
C -1.10593 1.92008 -0.26136 0.32 1.29 -0.42
C 2.89876 -1.40246 0.26017 -0.90 -0.14 -1.23
H -2.16805 -2.00138 -0.41221 0.27 0.38 -0.54
H 3.11381 -1.87851 1.22828 -0.22 -0.49 -0.61
H 4.94272 -0.63084 0.13360 -0.15 -0.28 0.04
H -5.02265 0.27755 0.74533 -2.31 0.17 0.09
H 1.98052 1.63498 -1.93432 0.06 0.02 -0.04
H 3.82757 0.47821 0.83562 -0.16 0.10 1.37
H 3.76563 -0.06642 -2.05793 0.18 0.25 0.28
H 2.19830 1.72702 -0.27116 -0.70 1.29 2.27
H 1.23192 -0.40822 1.12079 -0.46 1.65 1.95
H -3.22087 -0.00721 2.90239 0.02 0.74 0.05
H -1.91196 2.33368 -0.88961 0.04 0.33 0.31
H -3.59676 1.24506 0.81842 0.23 1.66 -0.01
H -0.95340 0.53137 -2.58058 -0.69 0.23 -2.28
H -1.50348 -1.62397 1.81173 0.15 -0.39 -0.49
H -1.07381 0.00883 1.52083 -1.77 -0.75 -0.22
H 4.24517 1.41009 -1.18448 1.01 0.63 -0.08
H 0.72752 -1.82913 0.33338 0.92 1.20 -0.36
H -1.47982 1.95291 0.79416 0.50 -0.44 -1.00
H -0.25157 2.67623 -0.32735 -1.01 -1.05 0.00
H 1.35753 -0.81953 -1.81664 -0.04 0.39 -0.04
H 2.99504 -2.06060 -0.68591 0.09 0.38 1.79
H -3.71420 -1.46922 2.21386 -0.34 0.14 -0.59

(4)
40
Properties=species:S:1:pos:R:3:forces:R:3 method="wB97M-V/def2-TZVPD" largest_force_ev_per_a=6.18 s_squared=6.0305 total_charge=-2 orbital_gap_ev="5.37 / 5.67" e_tot_ev=-61326.080 homo_energy_ev="-0.325 / -1.320" lumo_energy_ev="5.04 / 4.35" spin_multiplicity=5
Pd 0.78544 -1.05613 1.56098 -4.55 -3.93 1.43
Cl 2.44357 -2.66274 1.67427 1.03 -1.29 0.19
Cl 2.19780 0.41045 1.10275 4.14 3.97 -1.76
S 0.62953 1.94506 3.46855 -0.13 -1.08 -0.59
O 1.84102 2.63082 3.88025 -0.39 0.05 0.18
O 0.66831 0.46267 3.64173 -0.13 1.32 -0.18
O -0.78544 0.09352 1.13449 -0.61 0.87 -0.09
O -0.89026 -2.71883 1.69918 0.16 1.32 0.19
O 0.10919 2.39544 2.14892 0.17 -0.18 0.99
C 1.12623 -0.48384 -1.96041 -1.28 -2.68 0.84
C -2.26036 -1.87484 -1.24501 -0.46 -0.07 0.10
C -1.07136 -1.07696 -1.58256 0.95 0.28 0.02
C 0.67682 -2.97306 -1.45933 0.25 -0.83 0.08
C -1.01919 0.33566 -1.76356 2.00 0.81 -0.32
C 0.26026 -1.58079 -1.67236 1.26 1.88 -0.58
C 0.33923 0.70488 -1.96844 -2.90 0.06 0.36
C -0.68938 2.39663 4.58146 -0.10 0.36 0.07
C -2.17301 1.25236 -1.67663 -0.39 0.21 -0.05
C 2.58743 -0.54355 -2.09724 0.62 -0.13 -0.03
C 0.88056 2.07368 -2.05899 0.08 0.42 -0.01
H 1.45484 2.20227 -2.98608 0.01 0.11 0.07
H -0.48869 1.01511 1.40823 -0.21 -0.38 -0.18
H -1.49220 -2.01656 2.03266 0.29 -0.76 -0.38
H -1.84098 2.27511 -1.47073 -0.19 -0.13 0.04
H -2.73871 1.25976 -2.61991 -0.12 0.12 0.11
H 1.62116 -3.01915 -0.89772 -0.26 -0.10 -0.20
H -2.85300 0.93540 -0.87687 0.07 0.21 -0.07
H 3.07509 -0.26826 -1.14617 -0.15 -0.05 -0.28
H -0.06738 -3.49899 -0.85022 0.18 0.00 -0.06
H -0.40374 2.12714 5.59551 0.01 0.00 0.04
H 2.90102 -1.56126 -2.35077 0.07 0.15 -0.02
H 1.54753 2.28610 -1.20991 -0.10 -0.11 -0.15
H 0.06730 2.80660 -2.04368 0.22 -0.01 -0.06
H 2.93160 0.15019 -2.87463 0.09 -0.08 0.04
H -2.03658 -2.57134 -0.42607 0.07 0.11 0.00
H -3.07813 -1.22001 -0.92263 0.06 -0.17 -0.06
H -2.60540 -2.44779 -2.11847 0.00 -0.01 0.08
H -0.86846 3.47323 4.49483 0.05 -0.16 0.06
H 0.79694 -3.50088 -2.41908 0.03 -0.13 0.14
H -1.57857 1.84291 4.27369 0.14 0.04 0.03